No. 1
{
  "formula": "C40H48Cl3GeHfN4O2P2Se",
  "method": "ωB97M-V with the def2-TZVPD basis set",
  "orbital_gap_ev": [6.5, 6.3],
  "spin_multiplicity": 2,
  "molar_mass_da": 1115.22,
  "e_homo_ev": [-7.0, -7.4],
  "symbols": ["Hf", "C", "C", "C", "P", "C", "C", "C", "C", "C", "C", "C", "C", "C", "N", "C", "C", "C", "C", "C", "C", "P", "C", "C", "C", "C", "C", "C", "H", "H", "H", "H", "H", "H", "H", "H", "H", "H", "H", "H", "H", "H", "H", "H", "H", "H", "H", "H", "H", "H", "H", "H", "H", "H", "H", "H", "H", "H", "H", "H", "H", "H", "H", "H", "C", "O", "C", "C", "C", "C", "C", "C", "N", "N", "C", "C", "C", "C", "O", "C", "N", "C", "C", "C", "C", "H", "H", "H", "H", "H", "H", "H", "H", "H", "H", "H", "H", "Se", "Cl", "Ge", "Cl", "Cl"],
  "positions_angstrom": [[-0.32, 0.21, -0.76], [1.57, 1.27, 2.82], [1.45, -0.26, 2.88], [1.48, -0.70, 4.35], [0.01, -0.84, 1.85], [-1.45, -1.23, 2.92], [-1.34, -2.37, 3.93], [-1.99, 0.04, 3.58], [0.48, -2.48, 1.23], [1.16, -3.40, 2.03], [1.38, -4.71, 1.63], [0.86, -5.12, 0.41], [0.22, -4.22, -0.41], [0.07, -2.86, -0.07], [-0.46, -1.95, -0.99], [-0.23, -2.35, -2.35], [1.05, -2.68, -2.79], [1.27, -3.06, -4.10], [0.22, -3.10, -5.00], [-1.05, -2.74, -4.58], [-1.29, -2.37, -3.27], [-2.82, -1.65, -2.65], [-3.50, -2.97, -1.54], [-3.46, -4.39, -2.10], [-4.89, -2.62, -1.01], [-3.95, -1.37, -4.09], [-4.66, -2.59, -4.67], [-4.94, -0.26, -3.73], [2.42, 1.59, 3.43], [0.67, 1.76, 3.22], [1.72, 1.64, 1.81], [2.31, -0.69, 2.36], [0.66, -0.25, 4.91], [2.41, -0.35, 4.80], [1.43, -1.78, 4.48], [-2.17, -1.55, 2.16], [-0.77, -2.09, 4.82], [-0.90, -3.27, 3.50], [-2.35, -2.63, 4.27], [-1.38, 0.32, 4.44], [-3.01, -0.12, 3.93], [-2.02, 0.88, 2.89], [1.52, -3.09, 3.00], [1.92, -5.39, 2.27], [0.97, -6.14, 0.09], [-0.15, -4.56, -1.37], [1.87, -2.63, -2.08], [2.27, -3.30, -4.42], [0.39, -3.39, -6.03], [-1.86, -2.73, -5.30], [-2.80, -2.92, -0.70], [-4.28, -4.57, -2.80], [-3.57, -5.10, -1.28], [-2.52, -4.61, -2.61], [-5.64, -2.67, -1.81], [-4.93, -1.63, -0.56], [-5.19, -3.35, -0.26], [-3.25, -0.96, -4.84], [-5.41, -2.97, -3.98], [-3.97, -3.41, -4.90], [-5.16, -2.31, -5.59], [-5.58, -0.56, -2.90], [-5.58, -0.06, -4.59], [-4.42, 0.65, -3.46], [0.45, 5.31, 3.92], [1.13, 6.17, 3.03], [2.25, 5.70, 2.42], [2.90, 6.58, 1.56], [4.03, 6.18, 0.88], [4.50, 4.87, 1.02], [3.88, 4.01, 1.91], [2.76, 4.42, 2.62], [5.68, 4.55, 0.27], [5.78, 3.48, -0.35], [4.69, 2.55, -0.42], [4.94, 1.27, -0.02], [3.94, 0.27, -0.02], [2.68, 0.60, -0.45], [1.66, -0.25, -0.48], [2.43, 1.90, -0.96], [1.18, 2.08, -1.46], [0.89, 3.24, -2.00], [1.82, 4.28, -2.11], [3.08, 4.11, -1.60], [3.42, 2.89, -0.99], [-0.39, 5.88, 4.31], [1.10, 5.00, 4.74], [0.07, 4.43, 3.40], [2.50, 7.58, 1.44], [4.55, 6.86, 0.22], [4.26, 3.01, 2.05], [2.29, 3.73, 3.30], [5.94, 1.02, 0.33], [4.16, -0.73, 0.31], [-0.12, 3.35, -2.39], [1.53, 5.20, -2.58], [3.82, 4.90, -1.69], [-1.41, 0.84, -2.95], [-0.84, 2.42, 0.69], [-3.08, 2.40, -0.26], [-4.12, 2.85, 1.69], [-2.84, 0.06, 0.21]]
}

---

No. 2
{
  "formula": "C4H10N2",
  "method": "ωB97M-V with the def2-TZVPD basis set",
  "orbital_gap_ev": 9.5,
  "molar_mass_da": 86.14,
  "e_homo_ev": -8.4,
  "smiles": "C=C(N)CCN",
  "symbols": ["C", "C", "N", "C", "C", "N", "H", "H", "H", "H", "H", "H", "H", "H", "H", "H"],
  "positions_angstrom": [[-1.40, 1.45, -0.31], [-0.94, 0.20, -0.27], [-1.50, -0.82, 0.52], [0.32, -0.24, -0.98], [1.47, -0.58, 0.00], [1.69, 0.50, 0.95], [-2.31, 1.69, 0.22], [-0.80, 2.17, -0.84], [-1.58, -1.71, 0.04], [-2.39, -0.56, 0.94], [0.08, -1.16, -1.52], [0.61, 0.50, -1.72], [1.19, -1.53, 0.47], [2.37, -0.74, -0.60], [0.82, 0.63, 1.46], [2.37, 0.21, 1.64]]
}

---

No. 3
{
  "formula": "C2H8N3",
  "method": "ωB97M-V with the def2-TZVPD basis set",
  "charge": 1,
  "orbital_gap_ev": 9.4,
  "molar_mass_da": 74.11,
  "e_homo_ev": -13.2,
  "symbols": ["C", "N", "H", "H", "H", "H", "N", "C", "N", "H", "H", "H", "H"],
  "positions_angstrom": [[1.13, -1.08, -2.41], [0.58, -0.70, -1.34], [0.88, -0.67, -3.45], [1.37, -2.24, -2.51], [1.23, -0.85, -0.55], [0.32, 1.73, 0.22], [-1.14, -0.31, 1.03], [-0.89, 0.87, 1.60], [-0.01, 1.67, 1.17], [-0.58, -0.91, 0.34], [-1.76, -0.97, 1.45], [-1.31, 1.03, 2.65], [0.19, 2.43, 1.79]]
}

---

No. 4
{
  "formula": "C33H35IrN3O2Si",
  "method": "ωB97M-V with the def2-TZVPD basis set",
  "charge": 1,
  "orbital_gap_ev": 6.1,
  "molar_mass_da": 725.97,
  "e_homo_ev": -9.7,
  "symbols": ["Ir", "C", "C", "C", "C", "C", "C", "C", "C", "C", "H", "H", "H", "H", "H", "H", "H", "H", "H", "H", "H", "H", "C", "O", "C", "C", "C", "C", "C", "C", "N", "N", "C", "C", "C", "C", "O", "C", "N", "C", "C", "C", "C", "H", "H", "H", "H", "H", "H", "H", "H", "H", "H", "H", "H", "C", "Si", "C", "C", "C", "C", "C", "C", "C", "H", "H", "H", "H", "H", "H", "H", "H", "H", "H", "H"],
  "positions_angstrom": [[-0.24, -0.20, 0.06], [2.74, -0.80, 1.94], [1.33, -0.31, 2.02], [1.03, 1.07, 2.08], [-0.27, 1.52, 2.06], [-0.59, 2.99, 2.06], [-1.33, 0.56, 2.01], [-1.08, -0.82, 2.06], [-2.20, -1.79, 2.34], [0.28, -1.25, 1.99], [3.04, -0.82, 0.89], [2.83, -1.80, 2.35], [3.41, -0.13, 2.47], [1.85, 1.78, 2.12], [-0.52, 3.38, 1.04], [0.12, 3.54, 2.68], [-1.60, 3.17, 2.43], [-2.36, 0.90, 2.06], [-3.02, -1.66, 1.64], [-2.58, -1.62, 3.34], [-1.85, -2.82, 2.28], [0.51, -2.30, 2.07], [-4.63, -1.75, -5.91], [-4.67, -0.39, -6.34], [-3.52, 0.31, -6.30], [-2.30, -0.19, -5.85], [-1.18, 0.62, -5.84], [-1.26, 1.94, -6.29], [-2.47, 2.41, -6.79], [-3.60, 1.62, -6.77], [-0.16, 2.84, -6.38], [0.90, 2.64, -5.76], [0.98, 2.05, -4.49], [2.20, 1.52, -4.14], [2.42, 0.79, -2.96], [1.39, 0.63, -2.08], [1.45, -0.04, -0.93], [0.16, 1.27, -2.36], [-0.77, 1.13, -1.36], [-1.92, 1.78, -1.46], [-2.18, 2.65, -2.53], [-1.27, 2.76, -3.55], [-0.07, 2.02, -3.52], [-5.64, -2.13, -6.03], [-4.33, -1.82, -4.86], [-3.95, -2.33, -6.53], [-2.22, -1.22, -5.52], [-0.23, 0.22, -5.51], [-2.50, 3.42, -7.18], [-4.55, 1.99, -7.14], [3.01, 1.63, -4.86], [3.39, 0.37, -2.74], [-2.63, 1.62, -0.66], [-3.10, 3.22, -2.53], [-1.48, 3.43, -4.37], [-2.47, -1.26, -2.44], [-1.08, -1.89, -1.35], [-1.70, -3.40, -0.44], [0.36, -2.41, -2.42], [0.37, -2.16, -3.79], [1.42, -2.57, -4.60], [2.50, -3.24, -4.03], [2.51, -3.50, -2.66], [1.45, -3.08, -1.87], [-2.85, -2.11, -3.01], [-2.16, -0.49, -3.15], [-3.29, -0.86, -1.84], [-1.72, -4.22, -1.17], [-2.70, -3.27, -0.05], [-1.04, -3.71, 0.37], [-0.47, -1.64, -4.25], [1.41, -2.37, -5.66], [3.32, -3.57, -4.65], [3.35, -4.02, -2.22], [1.48, -3.28, -0.80]]
}

---

No. 5
{
  "formula": "C38H41I2N7PS2",
  "method": "ωB97M-V with the def2-TZVPD basis set",
  "charge": 1,
  "orbital_gap_ev": 6.5,
  "molar_mass_da": 944.71,
  "e_homo_ev": -10.8,
  "symbols": ["C", "C", "I", "C", "I", "S", "P", "S", "H", "H", "H", "H", "H", "H", "N", "C", "C", "C", "C", "C", "H", "H", "H", "H", "H", "N", "C", "C", "C", "C", "C", "H", "H", "H", "H", "H", "N", "C", "C", "C", "C", "C", "H", "H", "H", "H", "H", "N", "C", "C", "C", "C", "C", "H", "H", "H", "H", "H", "N", "C", "C", "C", "C", "C", "H", "H", "H", "H", "H", "N", "C", "C", "C", "C", "C", "H", "H", "H", "H", "H", "N", "C", "C", "C", "C", "C", "H", "H", "H", "H", "H"],
  "positions_angstrom": [[3.29, 1.83, -1.78], [1.87, 2.31, -1.74], [0.61, 1.07, -0.56], [1.43, 3.36, -2.34], [2.67, 4.68, -3.44], [-0.32, 3.80, -2.27], [-1.63, 2.34, -3.23], [-3.46, 2.81, -2.84], [3.85, 2.21, -0.93], [3.26, 0.75, -1.77], [3.75, 2.11, -2.72], [-0.41, 4.85, -3.13], [-1.34, 1.03, -2.82], [-1.42, 2.40, -4.62], [-4.64, -1.85, -4.45], [-5.66, -2.68, -4.22], [-6.76, -2.35, -3.43], [-6.79, -1.09, -2.86], [-5.74, -0.22, -3.09], [-4.70, -0.65, -3.89], [-5.59, -3.66, -4.69], [-7.56, -3.06, -3.28], [-7.63, -0.79, -2.24], [-5.73, 0.77, -2.66], [-3.85, 0.00, -4.10], [1.50, 7.89, -1.23], [0.50, 7.07, -0.92], [-0.58, 7.42, -0.13], [-0.62, 8.71, 0.38], [0.41, 9.58, 0.08], [1.44, 9.13, -0.73], [0.59, 6.07, -1.35], [-1.36, 6.70, 0.09], [-1.45, 9.02, 1.01], [0.41, 10.59, 0.46], [2.26, 9.78, -1.00], [3.09, -2.11, -2.46], [2.00, -2.07, -1.70], [0.97, -2.99, -1.78], [1.08, -4.01, -2.71], [2.21, -4.07, -3.51], [3.18, -3.09, -3.35], [1.96, -1.25, -0.99], [0.10, -2.91, -1.14], [0.29, -4.75, -2.81], [2.33, -4.85, -4.25], [4.08, -3.10, -3.95], [4.20, 0.83, 2.03], [4.77, 0.54, 3.20], [4.10, 0.58, 4.42], [2.76, 0.94, 4.42], [2.15, 1.24, 3.21], [2.91, 1.17, 2.06], [5.82, 0.27, 3.15], [4.61, 0.33, 5.34], [2.20, 0.98, 5.34], [1.11, 1.53, 3.17], [2.48, 1.40, 1.09], [-4.17, -2.51, -9.48], [-4.40, -2.33, -8.19], [-5.66, -2.38, -7.61], [-6.74, -2.64, -8.44], [-6.52, -2.83, -9.79], [-5.22, -2.76, -10.26], [-3.53, -2.13, -7.57], [-5.79, -2.23, -6.55], [-7.75, -2.69, -8.03], [-7.34, -3.03, -10.47], [-5.00, -2.90, -11.31], [5.19, -2.00, 6.91], [6.39, -2.54, 6.71], [6.58, -3.83, 6.23], [5.46, -4.59, 5.93], [4.21, -4.04, 6.12], [4.13, -2.74, 6.61], [7.24, -1.92, 6.96], [7.58, -4.22, 6.09], [5.57, -5.60, 5.55], [3.31, -4.60, 5.90], [3.16, -2.27, 6.78], [0.67, -2.28, 7.74], [-0.32, -3.10, 8.08], [-1.38, -2.73, 8.90], [-1.40, -1.44, 9.40], [-0.37, -0.57, 9.05], [0.63, -1.04, 8.22], [-0.26, -4.11, 7.68], [-2.16, -3.44, 9.15], [-2.20, -1.11, 10.04], [-0.35, 0.45, 9.42], [1.45, -0.40, 7.92]]
}

---

No. 6
{
  "formula": "CH8NO2",
  "method": "ωB97M-V with the def2-TZVPD basis set",
  "charge": 1,
  "orbital_gap_ev": 11.7,
  "molar_mass_da": 66.08,
  "e_homo_ev": -16.2,
  "symbols": ["C", "N", "H", "H", "H", "H", "H", "H", "O", "H", "H", "O"],
  "positions_angstrom": [[1.31, -0.53, -0.12], [0.47, 0.06, 0.62], [2.20, 0.00, -0.45], [1.32, -1.54, -0.42], [-0.44, -0.28, 0.87], [0.47, 1.04, 0.85], [-2.43, 1.72, 1.74], [-1.15, 1.47, 2.50], [-1.57, 1.30, 1.64], [-0.10, -1.87, -2.37], [-0.38, -0.39, -2.59], [0.29, -0.99, -2.26]]
}

---

No. 7
{
  "formula": "C4H11NO2",
  "method": "ωB97M-V with the def2-TZVPD basis set",
  "orbital_gap_ev": 8.5,
  "molar_mass_da": 105.14,
  "e_homo_ev": -8.0,
  "smiles": "C=CC(=C)N.O.O",
  "symbols": ["C", "C", "C", "C", "N", "H", "H", "H", "H", "H", "H", "H", "O", "H", "H", "O", "H", "H"],
  "positions_angstrom": [[1.60, 0.64, 1.60], [1.21, 0.10, 0.47], [0.30, -1.06, 0.43], [-0.48, -1.42, 1.45], [0.37, -1.76, -0.76], [2.19, 1.56, 1.81], [1.75, -0.11, 2.40], [1.51, 0.57, -0.53], [-0.40, -1.01, 2.51], [-1.10, -2.33, 1.41], [0.10, -2.74, -0.67], [0.10, -1.22, -1.55], [-2.50, 0.01, -0.22], [-2.94, 0.58, -0.90], [-2.79, 0.35, 0.68], [0.41, 2.70, -2.12], [-0.24, 3.39, -2.11], [0.16, 1.97, -2.64]]
}

---

No. 8
{
  "formula": "C2Br2Cl2O",
  "method": "ωB97M-V with the def2-TZVPD basis set",
  "orbital_gap_ev": 7.5,
  "molar_mass_da": 270.74,
  "e_homo_ev": -8.8,
  "symbols": ["C", "C", "O", "Cl", "Cl", "Br", "Br"],
  "positions_angstrom": [[-1.46, -0.85, -0.24], [1.63, 0.47, 0.17], [-2.51, -1.40, -0.25], [0.09, -1.82, -0.18], [-1.42, 0.81, -0.36], [1.69, 1.02, 1.92], [1.98, 1.76, -1.07]]
}

---

No. 9
{
  "formula": "C9H16F6N3O12P2RuS4",
  "method": "ωB97M-V with the def2-TZVPD basis set",
  "orbital_gap_ev": [8.6, 7.4],
  "spin_multiplicity": 6,
  "molar_mass_da": 763.51,
  "e_homo_ev": [-8.7, -9.3],
  "symbols": ["Ru", "N", "C", "C", "P", "O", "O", "O", "P", "O", "O", "O", "H", "H", "H", "H", "H", "H", "H", "H", "F", "C", "F", "F", "S", "O", "O", "N", "S", "O", "O", "C", "F", "F", "F", "S", "C", "N", "C", "C", "S", "H", "H", "H", "H", "H", "C", "C", "O", "O", "H", "H", "H"],
  "positions_angstrom": [[0.88, -0.60, 0.48], [1.63, 3.70, 1.32], [2.10, 2.91, 0.11], [3.05, 3.74, -0.74], [2.84, 1.39, 0.76], [4.25, 1.95, 1.26], [2.96, 0.32, -0.28], [1.94, 0.94, 1.89], [0.47, 2.53, -0.76], [0.79, 2.95, -2.26], [-0.46, 3.50, -0.09], [0.15, 1.05, -0.76], [2.23, 4.51, 1.51], [1.58, 3.10, 2.14], [0.63, 3.95, 1.02], [3.91, 4.06, -0.16], [2.54, 4.61, -1.16], [3.40, 3.14, -1.57], [4.87, 1.25, 1.51], [0.29, 2.43, -2.90], [-2.63, 1.53, -0.25], [-3.14, 0.46, -0.82], [-2.67, 0.35, -2.06], [-4.46, 0.59, -0.87], [-2.74, -1.08, 0.12], [-1.32, -1.35, -0.10], [-3.66, -2.04, -0.39], [-3.05, -0.70, 1.62], [-1.89, -0.33, 2.63], [-1.63, -1.34, 3.61], [-0.75, 0.32, 1.98], [-2.68, 1.05, 3.54], [-1.75, 1.62, 4.32], [-3.66, 0.59, 4.30], [-3.16, 1.98, 2.73], [1.06, -2.74, 1.73], [-0.11, -3.66, 0.84], [-0.03, -3.87, -0.44], [-1.21, -4.45, -1.08], [-2.13, -4.98, 0.04], [-1.49, -4.32, 1.61], [0.60, -3.24, -0.97], [-0.90, -5.25, -1.75], [-1.69, -3.66, -1.66], [-2.13, -6.07, 0.09], [-3.15, -4.62, -0.08], [1.87, -0.48, -3.20], [0.94, -1.39, -2.45], [-0.07, -1.84, -2.94], [1.33, -1.73, -1.22], [1.99, -0.86, -4.21], [2.83, -0.39, -2.70], [1.42, 0.51, -3.26]]
}

---

No. 10
{
  "formula": "C7H11N4",
  "method": "ωB97M-V with the def2-TZVPD basis set",
  "charge": 1,
  "orbital_gap_ev": 8.5,
  "molar_mass_da": 151.19,
  "e_homo_ev": -12.7,
  "smiles": "C=N/C=[NH+]/[C@@H]1N=CC=N[C@H]1C",
  "symbols": ["C", "N", "C", "N", "C", "N", "C", "C", "N", "C", "C", "H", "H", "H", "H", "H", "H", "H", "H", "H", "H", "H"],
  "positions_angstrom": [[2.62, -0.60, 3.39], [2.09, -0.74, 2.26], [0.97, -0.30, 1.68], [0.86, 0.49, 0.70], [-0.40, 0.63, -0.11], [-1.40, 0.11, 0.74], [-2.37, -0.45, 0.17], [-2.47, -0.73, -1.29], [-1.46, -0.73, -2.05], [-0.23, -0.14, -1.71], [0.11, 0.98, -2.68], [2.22, 0.10, 4.14], [3.35, -1.35, 3.90], [0.17, -0.75, 2.17], [1.77, 0.90, 0.37], [-0.54, 1.65, -0.29], [-3.14, -0.93, 0.81], [-3.34, -1.19, -1.61], [0.59, -0.88, -1.70], [-0.62, 1.80, -2.86], [0.25, 0.58, -3.70], [0.98, 1.54, -2.33]]
}

---

No. 11
{
  "formula": "C3H10NS",
  "method": "ωB97M-V with the def2-TZVPD basis set",
  "charge": 1,
  "orbital_gap_ev": 8.7,
  "molar_mass_da": 92.19,
  "e_homo_ev": -13.5,
  "symbols": ["C", "N", "H", "H", "H", "H", "C", "S", "C", "H", "H", "H", "H", "H", "H"],
  "positions_angstrom": [[-0.73, 0.77, 1.42], [0.45, 1.02, 1.99], [-1.32, 1.56, 1.03], [-1.37, 0.03, 1.86], [0.67, 0.49, 2.82], [0.66, 1.99, 2.17], [-0.70, -0.88, -2.10], [-0.29, -0.24, -0.42], [1.53, -0.44, -0.46], [0.19, -1.25, -2.59], [-1.44, -1.68, -2.08], [-1.18, -0.04, -2.60], [1.95, -0.22, 0.49], [1.94, 0.29, -1.15], [1.68, -1.46, -0.76]]
}

---

No. 12
{
  "formula": "H16O8",
  "method": "ωB97M-V with the def2-TZVPD basis set",
  "orbital_gap_ev": 10.3,
  "molar_mass_da": 144.12,
  "e_homo_ev": -10.6,
  "smiles": "O.O.O.O.O.O.O.O",
  "symbols": ["O", "H", "H", "O", "H", "H", "O", "H", "H", "O", "H", "H", "O", "H", "H", "O", "H", "H", "O", "H", "H", "O", "H", "H"],
  "positions_angstrom": [[0.96, -2.97, -0.06], [1.28, -2.44, 0.61], [1.43, -2.74, -0.77], [0.43, 0.01, -0.24], [-0.25, 0.32, -0.85], [0.39, 0.31, 0.73], [0.96, -1.92, 2.30], [1.02, -0.97, 2.05], [0.05, -1.93, 2.49], [-2.29, 1.17, -3.03], [-2.07, 1.68, -2.22], [-2.73, 1.57, -3.79], [1.26, 0.87, 2.48], [0.74, 1.38, 3.16], [1.97, 1.43, 2.35], [-1.23, 2.39, -0.70], [-1.43, 3.24, -1.04], [-1.49, 2.40, 0.21], [-2.19, -2.32, 0.30], [-2.61, -2.87, -0.49], [-1.27, -2.14, 0.11], [2.32, 1.45, -1.45], [1.71, 0.76, -1.24], [3.04, 1.31, -0.91]]
}